Molecular formula: C12H24Br12
Method: DFT, ωB97M-V with the def2-TZVPD basis set

The charge is +1. The calculation puts the HOMO energy (spin up / spin down) at -0.4333 / -0.4332 Ha. Its energy above the lowest of the compared OMol25 structures with the same formula, charge and spin is 25.7 kcal/mol. The calculation puts the molecular weight at 1127.172 g/mol. Its spin multiplicity is 2. For the LUMO energy (spin up / spin down), the calculation gives -3.540 / -9.465 eV.

XYZ file:
```
48
Properties=species:S:1:pos:R:3:lowdin_charge:R:1
Br -2.632 16.302 -4.959 0.55
C -4.235 15.228 -5.536 -0.62
C -4.472 15.284 -7.116 -0.58
Br -6.392 14.784 -7.560 0.64
H -5.104 15.649 -5.030 0.04
H -3.954 14.234 -5.188 -0.01
H -3.724 14.733 -7.686 0.00
H -4.475 16.306 -7.496 -0.05
Br -6.187 18.522 -7.534 0.89
C -7.361 19.834 -6.650 -0.63
C -6.997 21.171 -7.081 -0.69
Br -8.452 22.464 -6.551 0.67
H -7.281 19.679 -5.574 0.09
H -8.414 19.681 -6.887 0.07
H -6.731 21.324 -8.127 0.05
H -6.071 21.279 -6.518 0.07
Br -1.769 15.748 -12.741 0.59
C -0.975 14.541 -11.411 -0.65
C -2.073 14.318 -10.269 -0.65
Br -1.151 13.879 -8.592 0.61
H -0.020 14.984 -11.130 0.02
H -0.745 13.640 -11.981 0.05
H -2.908 13.680 -10.559 0.07
H -2.454 15.281 -9.930 -0.01
Br -5.531 9.451 -7.837 0.64
C -5.997 11.251 -7.288 -0.74
C -5.914 11.273 -5.749 -0.75
Br -7.415 10.305 -5.036 0.67
H -7.043 11.403 -7.553 0.03
H -5.318 11.903 -7.837 0.02
H -5.970 12.308 -5.411 0.03
H -4.977 10.839 -5.399 0.05
Br -5.773 9.853 -0.667 0.64
C -5.274 11.360 -1.846 -0.70
C -4.267 12.235 -1.175 -0.65
Br -3.351 13.579 -2.369 0.59
H -6.068 12.032 -2.174 0.06
H -5.131 11.000 -2.864 0.02
H -3.540 11.626 -0.637 0.05
H -4.601 12.896 -0.376 0.05
Br -3.685 20.536 -9.123 0.76
C -2.534 18.872 -9.325 -0.56
C -1.094 19.401 -9.469 -0.59
Br 0.115 17.754 -9.335 0.61
H -2.846 18.325 -10.215 0.06
H -2.757 18.254 -8.455 0.04
H -0.765 20.067 -8.672 0.05
H -0.854 19.931 -10.391 0.07
```